DFT (ωB97M-V/def2-TZVPD) results for a molecular structure, C34H45BCuN6O2.

Geometry as XYZ:
```
89
Properties=species:S:1:pos:R:3
Cu 1.49 0.52 -0.29
N 5.36 0.07 0.39
C 5.46 0.08 -0.97
C 4.20 -0.08 -1.45
N 3.33 -0.17 -0.41
C 4.05 -0.07 0.71
C 3.51 -0.18 2.02
N 2.28 -0.58 2.28
C 2.15 -0.59 3.62
C 3.32 -0.19 4.21
N 4.19 0.07 3.18
H 6.12 0.21 1.03
H 6.40 0.19 -1.48
H 3.86 -0.13 -2.47
H 1.24 -0.90 4.08
H 3.60 -0.06 5.23
H 5.11 0.45 3.28
C -0.37 -3.36 2.07
C -1.60 -2.46 1.89
C -2.88 -3.24 2.18
C -1.47 -1.24 2.77
C -1.38 -1.44 4.13
C -1.18 -0.38 5.00
C -1.11 0.89 4.48
C -1.22 1.15 3.12
C -1.07 2.60 2.71
C 0.41 2.83 2.39
C -2.01 3.05 1.60
C -1.38 0.07 2.25
N -1.54 0.21 0.84
B -0.59 0.32 -0.24
N -1.39 -0.01 -1.40
C -2.69 -0.30 -1.00
C -2.77 -0.16 0.33
C -0.99 -0.34 -2.72
C -0.28 -1.54 -2.89
C 0.15 -1.92 -4.15
C -0.16 -1.16 -5.26
C -0.92 -0.02 -5.10
C -1.32 0.43 -3.84
C -2.10 1.74 -3.89
C -2.74 2.28 -2.61
C -1.19 2.83 -4.49
C -0.06 -2.51 -1.75
C 1.41 -2.92 -1.59
C -0.95 -3.74 -1.98
H -0.41 -4.18 1.36
H -0.33 -3.77 3.07
H 0.54 -2.78 1.90
H -1.63 -2.15 0.85
H -2.86 -3.69 3.17
H -3.01 -4.04 1.45
H -3.75 -2.59 2.12
H -1.46 -2.44 4.53
H -1.08 -0.56 6.06
H -0.97 1.73 5.16
H -1.32 3.21 3.59
H 0.71 2.19 1.57
H 1.03 2.58 3.25
H 0.60 3.87 2.12
H -1.81 2.54 0.67
H -1.90 4.13 1.44
H -3.04 2.86 1.89
H -3.44 -0.61 -1.70
H -3.62 -0.30 0.98
H 0.71 -2.84 -4.27
H 0.16 -1.47 -6.24
H -1.21 0.54 -5.97
H -2.93 1.58 -4.59
H -1.99 2.48 -1.85
H -3.47 1.60 -2.21
H -3.24 3.22 -2.85
H -0.22 2.82 -4.00
H -1.63 3.81 -4.35
H -1.03 2.67 -5.55
H -0.36 -2.05 -0.81
H 1.80 -3.42 -2.47
H 1.50 -3.60 -0.74
H 2.01 -2.04 -1.38
H -0.66 -4.27 -2.89
H -1.99 -3.43 -2.10
H -0.89 -4.42 -1.14
C 0.62 3.53 -1.34
O 1.80 3.50 -0.58
C 2.28 2.37 -0.05
O 3.26 2.44 0.66
H 0.83 4.09 -2.26
H -0.16 4.06 -0.78
H 0.28 2.51 -1.56
```

Values from the calculation:
F_max = 1.5 eV Å⁻¹
lowest unoccupied orbital energy (spin up / spin down) = 0.26 / -0.33 eV
total charge = 0
<S²> = 0.757
calculated total energy = -94341.230 eV
frontier orbital gap (spin up / spin down) = 7.18 / 7.08 eV
2S+1 = 2

Mulliken population analysis, charges in e, atoms 1 to 4:
1. Cu -2.4369
2. N -0.1061
3. C -0.7964
4. C -0.5110